No. 1
C25H32Cl2IrN5O3S2 as an isolated structure in a non-equilibrium geometry, computed with the ωB97M-V functional and the def2-TZVPD basis.

Net charge ... +1
Energy relative to the best compared isomer or geometry (same formula, charge and spin) ... 5.8559 eV
Largest force on an atom ... 3.72 eV/Å
2S+1 ... 2
Kohn-Sham gap (spin up / spin down) ... 4.60 / 4.59 eV
Expectation value of S² ... 0.798

Last column: Mulliken charge in e.
Atoms and positions in Å:
Ir: 0.40655 0.30678 1.33433  1.08
C: -3.35795 -2.15562 2.95633  -1.75
C: -2.20665 -1.19102 2.99423  0.91
N: -1.38145 -1.16922 1.95463  0.48
N: -1.62815 -2.10002 1.05653  -0.85
C: -0.85815 -2.43562 0.08333  0.30
S: 0.69555 -1.81202 -0.24857  -0.22
S: -1.55425 -3.75922 -0.85857  -0.05
C: -1.42495 -3.12042 -2.57777  -0.84
C: -0.05835 -3.16032 -3.17647  0.14
C: 0.58425 -4.37592 -3.37197  -0.54
C: 1.82055 -4.41962 -3.98737  -0.75
C: 2.43185 -3.24782 -4.40417  -0.47
C: 1.81095 -2.02882 -4.19427  -0.84
C: 0.56995 -1.99172 -3.58477  0.89
C: -2.00735 -0.40142 4.15883  0.51
C: -2.74185 -0.67802 5.33353  -0.81
C: -2.50905 -0.01692 6.51043  -0.86
C: -1.51055 0.97078 6.58233  -0.47
C: -0.79595 1.30088 5.47243  -0.65
C: -1.02405 0.66388 4.21163  0.48
O: -0.42105 1.10998 3.19833  -0.15
H: -3.52255 -2.48682 1.93403  0.40
H: -4.26625 -1.69382 3.33293  0.46
H: -3.12525 -3.03722 3.55203  0.39
H: -1.83395 -2.11072 -2.55377  0.06
H: -2.10745 -3.77542 -3.12317  0.53
H: 0.10555 -5.28252 -3.03737  0.42
H: 2.30715 -5.37022 -4.13987  0.41
H: 3.38575 -3.28802 -4.90417  0.41
H: 2.29185 -1.11362 -4.50847  0.42
H: 0.06575 -1.04682 -3.44437  0.17
H: -3.49775 -1.44712 5.31933  0.38
H: -3.08205 -0.25972 7.39163  0.40
H: -1.32265 1.47418 7.51853  0.42
H: -0.04505 2.07498 5.49533  0.44
Cl: 0.88465 3.14948 1.41823  -0.06
C: -0.84455 3.51558 1.48513  -0.38
Cl: -1.73825 2.16308 0.78313  -0.03
H: -1.05345 4.41898 0.91693  0.40
H: -1.13485 3.60318 2.52993  0.37
C: 0.02515 2.22838 -4.03637  -1.51
C: -0.81195 2.33688 -2.75077  1.34
C: -1.84485 1.21268 -2.69037  -1.51
C: -1.51715 3.69078 -2.67967  -1.82
N: 0.05845 2.26568 -1.58237  -0.13
N: 0.60655 1.07398 -1.15037  -0.11
H: -0.62195 2.25548 -4.90937  0.44
H: 0.58815 1.29728 -4.05557  0.21
H: 0.73185 3.05128 -4.11367  0.43
H: -2.64625 1.41498 -3.39217  0.55
H: -2.26895 1.13798 -1.69417  0.20
H: -1.41105 0.25518 -2.96227  0.33
H: -2.12445 3.83688 -3.56737  0.46
H: -0.79925 4.50528 -2.62267  0.46
H: -2.16455 3.72998 -1.80767  0.31
H: 0.72435 3.02658 -1.50557  0.45
H: 1.64865 1.06028 -1.25327  0.55
H: 0.19975 0.27258 -1.62997  0.01
O: 2.31065 -0.23002 2.89353  -0.60
C: 3.08855 0.15508 2.02433  0.43
C: 4.59145 0.28268 2.05473  -0.53
C: 4.92215 0.72238 0.62553  -0.66
C: 3.56645 0.87918 -0.03997  0.17
O: 3.34305 1.25278 -1.18167  -0.74
N: 2.59905 0.53398 0.83163  -0.10
H: 5.03975 -0.67232 2.32703  0.32
H: 4.89195 1.01598 2.80523  0.28
H: 5.49355 -0.02762 0.07893  0.29
H: 5.47435 1.65998 0.57573  0.34

***

No. 2
C25H32ClN9O6SSeSiSr as an isolated structure in a non-equilibrium geometry, computed with the ωB97M-V functional and the def2-TZVPD basis.

Net charge ... -2
Energy relative to the best compared isomer or geometry (same formula, charge and spin) ... 0.6999 eV
Largest force on an atom ... 2.00 eV/Å
2S+1 ... 1
Kohn-Sham gap ... 6.67 eV

Last column: Mulliken charge in e.
Atoms and positions in Å:
Sr: -0.73838 -1.83403 -0.23091  2.01
O: -5.70322 1.58714 1.27744  -0.59
C: -5.15115 2.12265 0.21027  0.58
O: -5.59089 3.12866 -0.31040  -0.67
C: -3.94002 1.45940 -0.34941  0.59
C: -3.30569 1.91045 -1.48782  -0.73
N: -2.25961 1.11139 -1.69968  0.29
N: -2.14192 0.15801 -0.77263  -0.74
C: -3.16387 0.34854 0.06231  -0.37
C: -3.29890 -0.60462 1.22671  0.75
O: -4.30561 -0.49736 1.94379  -0.91
O: -2.35666 -1.44618 1.35735  -0.85
H: -5.19544 0.76676 1.58731  0.49
H: -3.55327 2.73483 -2.13890  0.53
H: -1.55691 1.11289 -2.43128  0.28
C: -3.09447 7.79748 1.91329  -1.12
C: -2.77553 7.22448 0.53748  -0.70
N: -2.04391 5.96177 0.58443  0.29
C: -2.79527 4.73493 0.89936  -0.06
C: -2.67215 4.26573 2.34258  -0.77
C: -0.69796 5.98808 0.39075  0.36
O: -0.06703 7.03149 0.25696  -0.71
C: 0.00070 4.65675 0.33614  0.32
C: 0.82961 4.24728 1.36860  -0.37
C: 1.42935 3.00660 1.29122  -0.35
C: 1.19025 2.20643 0.18101  -0.25
N: 0.40691 2.59864 -0.83098  -0.42
C: -0.16693 3.80010 -0.74258  -0.11
H: -3.58805 8.76849 1.81311  0.40
H: -2.17441 7.93511 2.48426  0.29
H: -3.75859 7.14011 2.47834  0.26
H: -2.16346 7.92765 -0.01764  0.47
H: -3.69787 7.05072 -0.01996  0.37
H: -2.47076 3.93442 0.23882  -0.59
H: -3.83577 4.93280 0.64836  0.51
H: -1.64941 3.96077 2.57113  0.03
H: -3.31312 3.39481 2.50189  0.35
H: -2.96981 5.04708 3.04649  0.28
H: 0.98086 4.88813 2.23038  0.42
H: 2.04184 2.62841 2.10036  0.37
H: 1.62324 1.21249 0.11408  0.22
H: -0.81622 4.09436 -1.56436  0.49
C: 2.71361 -0.33498 4.03069  -1.01
N: 1.52246 -1.14338 3.88208  0.26
C: 1.53448 -2.50485 3.59162  -0.49
C: 0.27301 -2.86247 3.32560  -0.60
N: -0.50502 -1.72035 3.48683  0.09
C: 0.26100 -0.64658 3.79882  -0.05
S: -0.26409 0.95620 4.02895  -0.42
H: 3.37110 -0.77013 4.78325  0.33
H: 2.40624 0.65942 4.34292  0.31
H: 3.23142 -0.27760 3.07178  0.30
H: 2.44902 -3.06850 3.53352  0.49
H: -0.14169 -3.80582 3.00639  0.47
H: -1.44701 -1.62474 3.11948  0.31
Cl: 1.80480 -1.22816 0.54290  -0.76
O: -0.26749 -1.61204 -2.42718  -0.42
N: -0.56991 -0.71660 -3.26626  -0.33
C: -0.59444 -1.05788 -4.53366  0.65
C: -0.97114 -0.02663 -5.47423  -0.03
N: -1.27408 0.79612 -6.22112  -0.54
C: -0.27003 -2.38265 -5.01155  0.11
N: -0.01554 -3.43805 -5.39198  -0.52
C: 1.93327 -4.60217 -1.97049  -0.82
Si: 1.22148 -5.47367 -0.48456  0.50
C: 2.39171 -5.15220 0.94075  -0.61
C: 1.26791 -7.32276 -0.81150  -1.06
Se: -0.87009 -4.85861 -0.02540  -0.79
H: 2.94167 -4.97452 -2.19851  0.34
H: 2.00609 -3.52852 -1.76107  0.18
H: 1.29944 -4.72548 -2.85326  0.19
H: 3.43122 -5.37753 0.66496  0.41
H: 2.11849 -5.76459 1.80900  0.28
H: 2.33071 -4.09409 1.22148  -0.19
H: 2.29593 -7.70852 -0.87439  0.32
H: 0.75211 -7.55013 -1.75106  0.24
H: 0.74345 -7.84261 -0.00330  0.24

***

No. 3
C25H32CoN4OP as an isolated structure in a non-equilibrium geometry, computed with the ωB97M-V functional and the def2-TZVPD basis.

Net charge ... +1
Largest force on an atom ... 2.76 eV/Å
2S+1 ... 4
Kohn-Sham gap (spin up / spin down) ... 7.40 / 8.06 eV
Expectation value of S² ... 3.763

Last column: Mulliken charge in e.
Atoms and positions in Å:
Co: -0.55359 0.46068 1.19843  0.39
N: -1.54310 1.09996 -0.60930  -0.08
C: -2.94754 1.42237 -0.42226  -0.61
C: -3.12822 2.10481 0.91691  -1.12
N: -2.59042 1.26970 2.02917  0.78
C: -2.35576 2.06608 3.22275  -0.96
C: -1.50879 1.34612 4.23860  -0.91
N: -0.29211 0.80937 3.68582  -0.40
C: -3.44275 0.08340 2.31972  -1.08
C: -3.01489 -1.19284 1.63174  -0.57
N: -1.55518 -1.44088 1.84125  -0.48
H: -0.99120 1.95568 -0.77638  0.17
H: -1.45436 0.45660 -1.39363  0.00
H: -3.60733 0.55690 -0.62363  0.31
H: -3.33247 2.08624 -1.21433  0.51
H: -4.18753 2.47784 1.08688  0.29
H: -2.49958 3.00487 0.87055  0.47
H: -3.29619 2.44651 3.61452  0.36
H: -1.77612 2.92889 2.89064  0.48
H: -2.11643 0.56067 4.69722  0.39
H: -1.27032 2.02496 5.04454  0.49
H: 0.04977 0.01680 4.23330  0.19
H: 0.41155 1.53782 3.79737  0.29
H: -4.46321 0.22901 1.93039  0.33
H: -3.56563 0.00098 3.36157  0.50
H: -3.20799 -1.19606 0.56177  0.31
H: -3.62168 -2.07200 1.96641  0.48
H: -1.32344 -2.25338 1.26503  0.21
H: -1.49165 -1.71974 2.80508  0.23
O: 1.07126 2.72251 1.36723  -0.62
C: 1.25322 1.50032 1.20710  0.07
C: 2.56594 0.96177 0.79972  0.42
C: 3.75047 1.61109 1.17201  -0.92
C: 4.96599 1.17494 0.70122  -0.60
C: 5.03236 0.04754 -0.12757  -1.04
C: 3.83729 -0.56189 -0.47146  -0.52
C: 2.60400 -0.14199 0.01617  0.65
P: 1.02669 -0.83888 -0.66108  1.50
C: 1.48022 -2.47939 -1.50006  0.09
C: 1.66250 -2.70123 -2.88741  -0.17
C: 1.82009 -3.97814 -3.42427  -0.76
C: 1.66824 -5.07580 -2.61595  -0.42
C: 1.39535 -4.88806 -1.27712  -0.73
C: 1.39620 -3.61377 -0.69564  -0.56
C: 0.76653 0.21394 -2.15503  0.29
C: 1.21958 1.53486 -2.13464  -0.60
C: 0.65451 2.47906 -2.99668  -0.82
C: -0.19701 2.02571 -3.97355  -0.59
C: -0.61383 0.66251 -4.04545  -0.61
C: -0.12774 -0.25117 -3.11840  -0.46
H: 3.62911 2.51150 1.67345  0.57
H: 5.84291 1.65510 1.04492  0.45
H: 5.96755 -0.25286 -0.50169  0.49
H: 3.72520 -1.33536 -1.20543  0.49
H: 1.72087 -1.86824 -3.58437  0.47
H: 2.07523 -4.07180 -4.46038  0.43
H: 1.74607 -6.03761 -3.08305  0.42
H: 1.25838 -5.83539 -0.61784  0.25
H: 1.25252 -3.47583 0.33327  0.62
H: 1.91573 1.88248 -1.41349  0.57
H: 0.89503 3.53052 -2.90444  0.48
H: -0.69558 2.75774 -4.59356  0.37
H: -1.38841 0.36503 -4.77203  0.37
H: -0.50030 -1.30060 -3.26462  0.45